Entry from the OMol25 dataset: a molecular structure, C2H6AsClN2RhS5 (ωB97M-V/def2-TZVPD).

Maximum force (eV/Å): 0.85
E_LUMO (eV): 1.63
DFT total energy (eV): -135702.2343
Relative energy (zero: lowest compared OMol25 entry of this formula, charge and spin) (kcal/mol): 0.0
HOMO-LUMO gap (hartree): 0.234
Charge: -1

Structure (XYZ):
```
18
Properties=species:S:1:pos:R:3:lowdin_charge:R:1
Rh -1.15633 0.99272 -2.38861 -0.113
S 3.51590 0.65600 -2.87376 -0.132
As 1.99676 0.04527 -1.60666 -0.437
S 0.53001 1.67632 -1.04555 0.065
S 0.18751 -0.78740 -2.72427 0.070
S 2.63186 -1.10049 0.06349 -0.083
C 0.00387 0.03938 2.63683 -0.070
N -1.03023 0.30465 1.64949 -0.052
C -1.14939 -0.38638 0.52278 -0.860
N -0.47367 -1.49267 0.33032 0.080
S -2.31209 0.18395 -0.67773 0.540
H -0.12119 0.73666 3.46047 0.085
H 0.99587 0.15475 2.19517 0.049
H -0.09940 -0.97825 3.01585 0.090
H -1.44078 1.22251 1.61812 0.113
H 0.48803 -1.57119 0.70108 -0.031
H -0.53741 -1.85485 -0.61809 0.015
Cl -2.02932 2.15903 -4.25892 -0.330
```

***

Entry from the OMol25 dataset: 2 unconnected molecules or ions with the total composition C3H7N4O3 (ωB97M-V/def2-TZVPD).

Maximum force (eV/Å): 6.55
E_LUMO (eV): -4.22
DFT total energy (eV): -15310.6408
Relative energy (zero: lowest compared OMol25 entry of this formula, charge and spin) (kcal/mol): 211.0
HOMO-LUMO gap (hartree): 0.367
Charge: +1

Structure (XYZ):
```
17
Properties=species:S:1:pos:R:3:lowdin_charge:R:1
C 0.95555 -0.90277 0.24530 -0.036
C -1.16019 -0.03440 1.27430 0.021
C -0.90911 -0.12814 -1.02662 -0.026
N 0.91184 3.77616 -3.08618 -0.030
N 0.03903 3.33339 -2.51128 0.011
N -1.50411 -0.22500 -2.03791 0.128
N -0.29864 -0.32626 0.06977 -0.143
O 1.83204 4.47939 -3.22897 0.167
O -0.84025 2.49910 -2.30890 -0.011
O -1.96018 0.31541 -3.10604 0.132
H 1.63225 -0.33737 0.97835 0.143
H 1.02355 -1.89279 0.41676 0.067
H 1.66618 -0.69512 -0.58757 0.124
H -0.70788 0.97690 1.56898 0.122
H -2.26787 0.00969 0.97167 0.127
H -1.04527 -0.73337 2.18921 0.132
H -1.73145 1.21133 -3.22599 0.071
```

***

Entry from the OMol25 dataset: 4 unconnected molecules or ions with the total composition C2H12N2O3 (ωB97M-V/def2-TZVPD).

Maximum force (eV/Å): 2.29
E_LUMO (eV): 0.45
SMILES: C/N=C\N.O.O.O
DFT total energy (eV): -11390.3938
Relative energy (zero: lowest compared OMol25 entry of this formula, charge and spin) (kcal/mol): 31.2
HOMO-LUMO gap (hartree): 0.341

Structure (XYZ):
```
19
Properties=species:S:1:pos:R:3:lowdin_charge:R:1
C -0.90368 -1.37661 0.91532 -0.168
N -2.15762 0.76063 -0.42810 0.097
C -2.61439 -0.53520 -0.39725 -0.323
N -1.97544 -1.55676 -0.01634 -0.032
H -0.37149 -2.28022 1.20615 0.060
H -1.14730 -0.87393 1.85390 0.084
H -0.07822 -0.79993 0.45305 0.046
H -1.50908 1.06333 0.27722 0.075
H -2.72197 1.48103 -0.83653 0.083
H -3.63218 -0.66763 -0.76113 0.111
H 2.12977 -2.34081 1.43271 0.013
H 3.27033 -2.72564 0.46589 0.035
O 3.02603 -2.11953 1.16940 -0.057
H 1.49416 3.45848 -1.48217 0.036
H 1.56493 3.90162 0.05946 0.034
O 1.05417 3.47332 -0.62752 -0.056
H 2.21006 0.74495 -1.24391 0.027
H 0.79080 0.36554 -0.79671 -0.007
O 1.57111 0.02737 -1.24346 -0.059
```

***

Repeat the third record exactly.
Entry from the OMol25 dataset: 4 unconnected molecules or ions with the total composition C2H12N2O3 (ωB97M-V/def2-TZVPD).

Maximum force (eV/Å): 2.29
E_LUMO (eV): 0.45
SMILES: C/N=C\N.O.O.O
DFT total energy (eV): -11390.3938
Relative energy (zero: lowest compared OMol25 entry of this formula, charge and spin) (kcal/mol): 31.2
HOMO-LUMO gap (hartree): 0.341

Structure (XYZ):
```
19
Properties=species:S:1:pos:R:3:lowdin_charge:R:1
C -0.90368 -1.37661 0.91532 -0.168
N -2.15762 0.76063 -0.42810 0.097
C -2.61439 -0.53520 -0.39725 -0.323
N -1.97544 -1.55676 -0.01634 -0.032
H -0.37149 -2.28022 1.20615 0.060
H -1.14730 -0.87393 1.85390 0.084
H -0.07822 -0.79993 0.45305 0.046
H -1.50908 1.06333 0.27722 0.075
H -2.72197 1.48103 -0.83653 0.083
H -3.63218 -0.66763 -0.76113 0.111
H 2.12977 -2.34081 1.43271 0.013
H 3.27033 -2.72564 0.46589 0.035
O 3.02603 -2.11953 1.16940 -0.057
H 1.49416 3.45848 -1.48217 0.036
H 1.56493 3.90162 0.05946 0.034
O 1.05417 3.47332 -0.62752 -0.056
H 2.21006 0.74495 -1.24391 0.027
H 0.79080 0.36554 -0.79671 -0.007
O 1.57111 0.02737 -1.24346 -0.059
```